[1]
DFT (ωB97M-V with the def2-TZVPD basis set) results for C44H36NO3P2PmS2 as an isolated structure.

XYZ file:
```
89
C44H36NO3P2PmS2 (ωB97M-V with the def2-TZVPD basis set)
Pm 0.3300 -0.1180 -0.7024
P -0.8702 -2.7168 -0.8516
C -0.9411 0.1404 1.9737
O -1.3707 0.3249 3.0323
P -0.4849 2.6163 -0.9193
C -0.6703 -3.5732 0.7291
C 0.5196 -3.3731 -1.8895
C -2.4502 -3.1682 -1.5680
C -2.1145 3.3739 -1.0695
C 0.3687 3.3933 0.5160
C 0.6452 3.0255 -2.3304
C -1.7616 -4.2186 1.3295
C -1.6257 -4.8077 2.5939
C -0.4325 -4.7056 3.3002
C 0.6155 -3.9609 2.7562
C 0.4898 -3.3880 1.4925
H -2.7280 -4.2313 0.8264
H -2.4552 -5.3758 3.0200
H -0.2925 -5.1790 4.2714
H 1.5274 -3.8112 3.3322
H 1.2621 -2.6914 1.1448
C -3.6325 -2.5764 -1.0917
C -4.8607 -2.9055 -1.6627
C -4.9158 -3.8098 -2.7257
C -3.7279 -4.3236 -3.2690
C -2.4925 -3.9693 -2.7152
H -3.5551 -1.8248 -0.3114
H -5.7739 -2.4639 -1.2520
H -5.8875 -4.1180 -3.1140
H -3.7671 -5.0250 -4.1060
H -1.5583 -4.2932 -3.1835
C 1.0508 -4.6380 -1.5899
C 2.0666 -5.2009 -2.3756
C 2.5947 -4.4851 -3.4524
C 2.1380 -3.1980 -3.6972
C 1.1198 -2.6279 -2.9207
H 0.6836 -5.1925 -0.7189
H 2.4120 -6.2085 -2.1618
H 3.3378 -4.9395 -4.1033
H 2.5415 -2.6348 -4.5365
H 0.7690 -1.6144 -3.1456
C 1.7704 3.4890 0.6061
C 2.3835 4.0493 1.7282
C 1.6476 4.3962 2.8580
C 0.2869 4.1361 2.8503
C -0.3355 3.5951 1.7200
H 2.4409 3.0557 -0.1445
H 3.4473 4.2402 1.6985
H 2.1608 4.8573 3.6904
H -0.2827 4.3782 3.7462
H -1.3693 3.2627 1.7823
C -3.2864 2.7200 -0.6492
C -4.5355 3.3065 -0.8314
C -4.6322 4.5764 -1.3991
C -3.4700 5.2357 -1.8371
C -2.2176 4.6186 -1.6975
H -3.1980 1.7291 -0.2226
H -5.4219 2.7513 -0.5071
H -5.6113 5.0412 -1.4939
H -3.5349 6.2304 -2.2814
H -1.3217 5.1055 -2.1013
C 1.1509 4.3277 -2.4484
C 1.9146 4.7128 -3.5621
C 2.2819 3.7694 -4.5277
C 1.8851 2.4521 -4.3463
C 1.0968 2.0672 -3.2572
H 0.9795 5.0806 -1.6656
H 2.2061 5.7503 -3.6879
H 2.8508 4.0512 -5.4131
H 2.1492 1.6964 -5.0838
H 0.8105 1.0116 -3.1647
H -1.5991 -0.1019 -1.1907
H -1.5241 -0.1937 -2.1591
O 4.1083 3.0577 3.8613
S 4.3982 1.7456 3.3760
O 5.6692 1.0231 3.4942
N 3.6441 1.4746 1.9243
C 2.8797 0.4109 1.8864
S 2.6056 -0.5186 0.4229
C 2.4797 -0.0575 3.2334
C 1.5093 -0.9309 3.6673
C 1.3331 -1.1067 5.0383
C 2.1793 -0.3978 5.9646
C 3.1876 0.5122 5.5094
C 3.2757 0.6380 4.1457
H 0.9427 -1.5157 2.9240
H 0.5869 -1.8013 5.4737
H 2.0946 -0.5460 7.0789
H 3.8801 1.1083 6.1375
```

The spin multiplicity is 5. The value obtained for the orbital gap (spin up / spin down) is 5.829 / 5.998 eV. The expectation value of S² is 6.0090. The charge is +2.

Results of the Mulliken charge analysis, in e, for atoms 1 through 4: Pm 0.21; P 1.62; C 0.31; O -0.17

***

[2]
DFT (ωB97M-V with the def2-TZVPD basis set) results for C44H37FNbO14 as an isolated structure.

XYZ file:
```
97
C44H37FNbO14 (ωB97M-V with the def2-TZVPD basis set)
F -1.6971 -1.2641 -0.2379
C -2.0026 -0.7208 -1.5343
C -1.9790 -1.7451 -2.6124
Nb -1.4294 -0.6808 -4.5630
H -2.9868 -0.2755 -1.4606
H -1.2798 0.0838 -1.6613
H -2.9551 -2.2223 -2.6811
H -1.2296 -2.5007 -2.3819
H -3.0302 0.2242 -4.7763
H -2.2220 -2.0330 -5.5149
H 0.2985 -1.3676 -4.3317
H -0.9038 0.9721 -3.8751
H -0.8033 -0.1653 -6.1893
C -2.1448 3.0491 2.2982
C -2.2976 2.3083 1.2093
C -3.3674 2.5984 0.2257
O -3.5006 1.9251 -0.7685
C -4.2688 3.7534 0.5076
C -4.1186 4.4893 1.6032
C -3.0410 4.1911 2.5852
O -2.9094 4.8629 3.5893
H -1.3619 2.8608 3.0194
H -1.6537 1.4668 0.9819
H -5.0401 3.9444 -0.2281
H -4.7584 5.3311 1.8366
C -3.6322 1.5692 7.2586
C -3.1758 1.1263 6.0926
C -1.8216 1.5013 5.6058
O -1.4062 1.1008 4.5410
C -0.9980 2.3898 6.4668
C -1.4553 2.8316 7.6328
C -2.8078 2.4565 8.1239
O -3.2246 2.8553 9.1888
H -4.6134 1.3139 7.6380
H -3.7531 0.4813 5.4422
H -0.0190 2.6478 6.0831
H -0.8782 3.4802 8.2790
C 0.8297 3.6589 -3.0127
C 0.0648 4.1889 -2.0611
C 0.4264 4.0290 -0.6319
O -0.2225 4.4773 0.2909
C 1.6396 3.2438 -0.3009
C 2.3973 2.7045 -1.2472
C 2.0605 2.8825 -2.6857
O 2.7598 2.4112 -3.5531
H 0.5960 3.7438 -4.0656
H -0.8407 4.7418 -2.2757
H 1.8004 3.1339 0.7632
H 3.2830 2.1186 -1.0328
C 3.2921 1.3804 4.0980
C 3.8775 0.2312 4.4149
C 3.4636 -1.0491 3.7760
O 3.9804 -2.0986 4.0884
C 2.3900 -0.9881 2.7477
C 1.8061 0.1596 2.4280
C 2.2035 1.4302 3.0884
O 1.6306 2.4617 2.8165
H 3.5587 2.3227 4.5595
H 4.6634 0.1597 5.1558
H 2.1064 -1.9307 2.2963
H 1.0113 0.2292 1.6947
C 2.1353 -0.3804 -7.7402
C 3.3629 -0.0760 -8.1523
C 3.8389 -0.4547 -9.5046
O 4.9589 -0.1820 -9.8868
C 2.8930 -1.1887 -10.3902
C 1.6653 -1.4958 -9.9866
C 1.1843 -1.1159 -8.6253
O 0.0777 -1.3823 -8.2337
H 1.7514 -0.1223 -6.7592
H 4.0709 0.4572 -7.5303
H 3.2702 -1.4510 -11.3710
H 0.9579 -2.0293 -10.6095
C -0.9201 -3.6846 6.9107
C -0.1524 -2.6196 7.1115
C -0.2153 -1.4442 6.2017
O 0.4871 -0.4725 6.3830
C -1.1670 -1.5079 5.0621
C -1.9329 -2.5740 4.8555
C -1.8741 -3.7485 5.7676
O -2.5721 -4.7217 5.5929
H -0.8950 -4.5534 7.5560
H 0.5494 -2.5494 7.9328
H -1.1908 -0.6374 4.4151
H -2.6273 -2.6436 4.0278
C 3.0562 -4.7202 -4.2312
C 1.9302 -4.5164 -4.9057
C 0.6134 -4.4448 -4.2114
O -0.4090 -4.2569 -4.8213
C 0.6153 -4.5995 -2.7289
C 1.7438 -4.8032 -2.0581
C 3.0527 -4.8806 -2.7540
O 4.0836 -5.0673 -2.1406
H 4.0250 -4.7758 -4.7116
H 1.9030 -4.3888 -5.9804
H -0.3514 -4.5315 -2.2463
H 1.7709 -4.9185 -0.9818
```

The value obtained for the orbital gap is 4.847 eV. The charge is -1.

Results of the Mulliken charge analysis, in e, for atoms 1 through 4: F -0.33; C 0.27; C -0.86; Nb -0.93

***

[3]
DFT (ωB97M-V with the def2-TZVPD basis set) results for C44H38AsBr4Cl5N3O4SSiSn as an isolated structure.

XYZ file:
```
102
C44H38AsBr4Cl5N3O4SSiSn (ωB97M-V with the def2-TZVPD basis set)
Sn 0.9983 -0.5126 2.0966
Br 7.3313 -3.6934 1.9441
C 5.4735 -3.3548 1.8454
C 4.5931 -4.3432 1.4265
Br 5.2323 -6.0469 0.9094
C 3.2177 -4.0645 1.3800
Br 1.9530 -5.3658 0.8445
C 2.7122 -2.8205 1.7353
O 1.4257 -2.5239 1.6803
C 3.6106 -1.8069 2.1564
O 3.1060 -0.6367 2.4735
C 4.9733 -2.0953 2.2038
Br 6.0988 -0.6911 2.7855
Cl -3.2197 -5.2905 6.5957
C -2.5273 -4.0997 5.5263
C -3.3591 -3.3680 4.6797
C -2.8240 -2.4428 3.8246
Cl -3.8964 -1.5573 2.8029
C -1.4170 -2.1387 3.7553
O -0.9925 -1.2455 2.9210
C -0.6200 -2.8959 4.6744
C 0.8005 -2.7107 4.8392
O 1.4920 -1.8140 4.3910
C -1.1857 -3.8679 5.5169
H -4.4296 -3.5273 4.6945
H 1.2852 -3.4627 5.4880
H -0.5287 -4.4156 6.1851
Cl -0.6513 0.7640 5.3612
Si 0.8134 1.2743 4.0431
Cl 2.5978 1.2969 4.9683
Cl 0.3509 3.1721 3.4475
N 1.9070 2.8502 -1.0244
C 2.6296 3.1190 0.0690
S 2.8990 1.9668 1.2481
N 3.1910 4.3540 0.2108
C 3.1162 5.5239 -0.5626
C 2.0932 5.7994 -1.4699
C 2.1068 6.9852 -2.1944
C 3.1167 7.9174 -2.0201
C 4.1149 7.6617 -1.0875
C 4.1152 6.4819 -0.3666
H 1.5903 1.8944 -1.1269
H 2.0079 3.3953 -1.8633
H 3.8247 4.3791 0.9908
H 1.2548 5.1275 -1.5829
H 1.3036 7.1795 -2.8959
H 3.1204 8.8362 -2.5932
H 4.9025 8.3878 -0.9224
H 4.8937 6.2876 0.3646
C -5.1226 -4.9984 -1.8650
C -4.2894 -3.8543 -1.3448
C -4.7996 -2.5659 -1.2612
C -4.0225 -1.5021 -0.8228
C -4.6690 -0.1366 -0.7484
C -2.6713 -1.7168 -0.4797
As -1.7402 -0.0882 0.1546
N 0.1128 -0.2695 0.1418
C 0.9459 -0.7347 -0.8862
C 2.3414 -0.7773 -0.7105
C 3.1953 -1.1799 -1.7242
C 2.6989 -1.5526 -2.9667
C 1.3260 -1.5149 -3.1654
C 0.4684 -1.1217 -2.1493
C -1.7797 1.2038 -1.4247
C -1.4797 2.5155 -1.0063
C -1.3842 2.9310 0.4493
C -1.2780 3.5297 -1.9419
C -1.3592 3.3002 -3.3025
C -1.1089 4.3916 -4.3110
C -1.7266 2.0269 -3.7085
C -1.9630 0.9864 -2.8109
C -2.5023 -0.2724 -3.4566
C -2.1838 -3.0291 -0.4396
C -0.8329 -3.3991 0.1246
C -2.9933 -4.0662 -0.9025
H -6.1150 -4.6594 -2.1639
H -5.2409 -5.7720 -1.1028
H -4.6442 -5.4617 -2.7303
H -5.8315 -2.3801 -1.5455
H -5.7004 -0.1856 -1.0976
H -4.1382 0.6017 -1.3503
H -4.6739 0.2382 0.2780
H 2.7678 -0.4984 0.2505
H 4.2622 -1.2040 -1.5344
H 3.3647 -1.8840 -3.7552
H 0.9035 -1.8157 -4.1185
H -0.5945 -1.1183 -2.3210
H -1.9357 2.2648 1.1053
H -1.7844 3.9399 0.5713
H -0.3446 2.9399 0.7852
H -1.0591 4.5293 -1.5767
H -0.7641 5.3078 -3.8277
H -2.0214 4.6271 -4.8642
H -0.3562 4.0844 -5.0402
H -1.8548 1.8312 -4.7715
H -2.0721 -0.3920 -4.4524
H -3.5861 -0.1798 -3.5750
H -2.3251 -1.1801 -2.8971
H -0.5023 -2.7041 0.8914
H -0.0658 -3.4309 -0.6479
H -0.8805 -4.3897 0.5764
H -2.5920 -5.0764 -0.8968
```

The value obtained for the orbital gap is 7.117 eV. The charge is -1.

Results of the Mulliken charge analysis, in e, for atoms 1 through 4: Sn 0.76; Br -0.20; C 0.19; C 0.20

***

[4]
DFT (ωB97M-V with the def2-TZVPD basis set) results for C44H38AsCrIN4O2PS as an isolated structure.

XYZ file:
```
93
C44H38AsCrIN4O2PS (ωB97M-V with the def2-TZVPD basis set)
Cr 0.2520 -0.5683 -1.0524
C 0.2572 1.7864 2.4881
C -0.1879 0.6861 3.3969
C -0.6600 1.0054 4.6662
C -0.9891 0.0182 5.5782
C -0.8338 -1.3124 5.2264
C -0.3870 -1.6472 3.9596
C -0.0782 -0.6612 3.0214
P 0.5490 -1.1339 1.3505
C 0.4324 -2.9570 1.4542
C 1.5914 -3.7293 1.4626
C 1.5218 -5.1138 1.4782
C 0.2827 -5.7344 1.4771
C -0.8748 -4.9707 1.4562
C -0.8287 -3.5790 1.4413
C -2.1099 -2.7928 1.4548
C 2.3215 -0.7616 1.5445
C 2.9667 -0.8672 2.7796
C 4.3043 -0.5421 2.8969
C 5.0032 -0.1089 1.7752
C 4.3634 -0.0050 0.5538
C 3.0088 -0.3254 0.4081
C 2.3350 -0.2125 -0.9378
H 1.3268 1.9698 2.6191
H -0.2746 2.7159 2.6890
H 0.1051 1.5079 1.4510
H -0.7555 2.0502 4.9379
H -1.3520 0.2858 6.5622
H -1.0598 -2.0938 5.9406
H -0.2641 -2.6923 3.7081
H 2.5597 -3.2459 1.4635
H 2.4300 -5.7019 1.4861
H 0.2148 -6.8154 1.4907
H -1.8400 -5.4642 1.4469
H -2.9190 -3.3547 0.9895
H -2.0124 -1.8470 0.9231
H -2.4117 -2.5679 2.4806
H 2.4149 -1.2007 3.6502
H 4.7991 -0.6180 3.8566
H 6.0522 0.1480 1.8580
H 4.9173 0.3317 -0.3153
H 2.8271 -0.9402 -1.5963
H 2.6162 0.7595 -1.3644
S 0.2542 -0.3438 -3.4366
C 0.4774 1.3240 -3.9022
C 0.8240 1.6302 -5.2205
C 0.9683 2.9469 -5.6170
C 0.7771 3.9803 -4.7084
C 0.4319 3.6827 -3.4009
C 0.2697 2.3624 -2.9924
As -0.2436 1.8452 -1.1950
C 0.3836 3.4618 -0.2897
C -0.4457 4.5667 -0.1349
C 0.0424 5.7280 0.4477
C 1.3587 5.7877 0.8828
C 2.1901 4.6871 0.7290
C 1.7049 3.5287 0.1429
C -2.1570 2.1608 -1.1785
C -2.8658 2.4662 -2.3321
C -4.2492 2.5832 -2.2852
C -4.9230 2.4088 -1.0866
C -4.2162 2.1082 0.0707
C -2.8409 1.9700 0.0208
H 0.9756 0.8190 -5.9207
H 1.2384 3.1688 -6.6420
H 0.9004 5.0099 -5.0173
H 0.2807 4.4810 -2.6852
H -1.4739 4.5147 -0.4719
H -0.6087 6.5853 0.5606
H 1.7357 6.6928 1.3413
H 3.2163 4.7320 1.0710
H 2.3545 2.6673 0.0227
H -2.3406 2.6048 -3.2697
H -4.8014 2.8008 -3.1905
H -6.0019 2.4860 -1.0524
H -4.7441 1.9463 1.0009
H -2.2898 1.6905 0.9137
O -1.7541 -0.8321 -1.0173
N -2.2891 -1.4595 -2.0078
C -3.5377 -1.7768 -1.8524
C -4.2951 -1.5460 -0.6599
N -4.8707 -1.3661 0.3194
C -4.1889 -2.4420 -2.9353
N -4.7450 -2.9729 -3.7902
N 1.8246 -3.1545 -3.1052
C 0.9661 -3.4218 -2.1295
O 0.5286 -2.5820 -1.3267
C 0.5097 -4.8477 -1.9657
I 2.1486 -6.2318 -1.8729
H 1.9695 -2.1794 -3.3637
H 2.0840 -3.8694 -3.7636
H -0.0948 -5.1519 -2.8168
H -0.0511 -4.9507 -1.0436
```

The spin multiplicity is 4. The value obtained for the orbital gap (spin up / spin down) is 7.400 / 7.428 eV. The expectation value of S² is 3.8228. The charge is 0.

Results of the Mulliken charge analysis, in e, for atoms 1 through 4: Cr 0.53; C -0.65; C 0.40; C -0.79

***

[5]
DFT (ωB97M-V with the def2-TZVPD basis set) results for C44H39BrN3OP2RuS as an isolated structure.

XYZ file:
```
92
C44H39BrN3OP2RuS (ωB97M-V with the def2-TZVPD basis set)
Ru 0.2120 0.6133 0.9843
Br 0.8184 -6.5666 2.0529
C 0.7861 -4.8209 1.3860
C 1.7964 -4.4474 0.4229
C 1.8635 -3.2027 -0.0908
C 0.9462 -2.1813 0.3395
O 1.1071 -0.9985 -0.0336
C -0.1533 -2.5910 1.2270
C -1.2532 -1.8199 1.4509
N -1.4478 -0.5186 1.0030
C -2.6474 -0.1232 0.6432
C -3.9343 2.0155 0.5097
C -4.2061 3.2289 -0.1757
C -3.4180 3.6386 -1.2024
C -2.2270 2.9304 -1.5144
C -1.3524 3.3293 -2.5472
C -0.1807 2.6532 -2.7434
C 0.1659 1.6557 -1.8217
N -0.6253 1.2717 -0.8356
C -1.8736 1.8187 -0.7345
C -0.1524 -3.9360 1.7648
H 2.5163 -5.1983 0.1234
H 2.6312 -2.9150 -0.7957
H -2.0687 -2.2527 2.0218
H -5.1795 2.3664 2.2075
H -5.0848 3.7977 0.1009
H -3.6659 4.5247 -1.7730
H -1.6236 4.1686 -3.1760
H 0.5048 2.9110 -3.5374
H 1.1373 1.1759 -1.8542
H -0.9363 -4.2172 2.4560
C 1.8889 1.9721 8.9509
S 2.3448 3.1034 7.6234
C 0.6956 3.6651 7.1164
C 0.0813 2.8301 5.9960
C 0.8883 2.9423 4.7119
N 0.4029 2.0508 3.6499
P 0.9449 0.4693 3.3380
C 1.2845 -0.3834 4.8654
C 2.4916 -0.1812 5.5355
C 2.7093 -0.8049 6.7536
C 1.7288 -1.6218 7.3001
C 0.5240 -1.8220 6.6366
C 0.3007 -1.2062 5.4171
C 2.4555 0.6326 2.3628
C 2.4875 1.6747 1.4151
C 3.4021 1.6246 0.3544
C 4.2698 0.5605 0.2266
C 4.2516 -0.4557 1.1840
C 3.3528 -0.4349 2.2330
P -0.5767 2.3407 2.3015
C -0.5289 4.0947 1.9115
C 0.0210 4.4930 0.6913
C 0.0176 5.8319 0.3292
C -0.5384 6.7762 1.1808
C -1.0981 6.3856 2.3920
C -1.1024 5.0495 2.7551
C -2.8196 1.2748 0.1939
C -3.6711 -1.1350 0.3979
C -4.9969 -1.1179 0.1106
C -6.0715 -0.1516 0.1504
C -6.0936 0.9994 0.8311
C -4.9043 1.5390 1.5545
H 2.8150 1.5674 9.3562
H 1.2763 1.1463 8.5894
H 1.3703 2.5026 9.7472
H 0.7761 4.7123 6.8189
H 0.0511 3.6396 7.9948
H -0.9452 3.1633 5.8097
H 0.0306 1.7822 6.3036
H 1.9348 2.6937 4.9045
H 0.8672 3.9649 4.3279
H 3.2557 0.4616 5.1161
H 3.6431 -0.6487 7.2767
H 1.9061 -2.1083 8.2504
H -0.2339 -2.4608 7.0694
H -0.6375 -1.3622 4.8967
H 1.9608 2.6039 1.5974
H 3.4396 2.4500 -0.3461
H 4.9809 0.5285 -0.5872
H 4.9542 -1.2761 1.1070
H 3.3393 -1.2509 2.9459
H 0.4566 3.7539 0.0272
H 0.4546 6.1404 -0.6116
H -0.5379 7.8212 0.9009
H -1.5350 7.1261 3.0483
H -1.5568 4.7489 3.6924
H -3.2432 -2.1238 0.2901
H -5.3533 -2.0973 -0.1949
H -6.9818 -0.4680 -0.3424
H -7.0107 1.5769 0.8333
H -4.4508 0.7612 2.1764
```

The spin multiplicity is 2. The value obtained for the orbital gap (spin up / spin down) is 5.497 / 5.530 eV. The expectation value of S² is 0.7632. The charge is +2.

Results of the Mulliken charge analysis, in e, for atoms 1 through 4: Ru 0.63; Br -0.11; C -0.38; C -0.23

***

| no. | strongest force on any atom (Eh/bohr) |
| --- | --- |
| 1 | 0.1060 |
| 2 | 0.0271 |
| 3 | 0.0267 |
| 4 | 0.0279 |
| 5 | 0.0374 |